## A
DFT (ωB97M-V/def2-TZVPD) results for a gas-phase ion, C3H10N5 (charge +1).

Properties
- Total charge: +1
- Spin multiplicity: 1
- LUMO level: -0.1411 Ha
- SMILES string: N[C@H]1CC=N[N@@H+](N)N1

Positions of all 18 atoms, in Å:
C: -0.40 -1.75 -0.03
H: 2.56 1.66 -0.28
H: -0.32 1.39 0.92
H: -3.20 1.33 -0.13
N: 2.44 0.73 0.10
N: -1.50 0.37 -0.41
H: -0.72 -2.75 0.02
N: 0.06 1.08 0.00
H: -1.58 0.65 -1.35
C: 1.11 0.19 -0.32
H: 0.95 0.28 -1.42
N: -2.35 1.03 0.30
H: 1.51 -1.58 0.97
C: 0.98 -1.32 0.07
H: 1.64 -1.92 -0.61
H: -2.28 0.77 1.23
N: -1.43 -1.03 -0.21
H: 2.53 0.87 1.16

---

## B
DFT (ωB97M-V/def2-TZVPD) results for 2 unconnected molecules or ions with the total composition C3H10N5.

Properties
- Total charge: +1
- Spin multiplicity: 1
- LUMO level: -0.1767 Ha

Positions of all 18 atoms, in Å:
H: -2.46 0.79 1.42
H: 1.91 0.99 -1.40
H: -3.24 -0.23 0.32
H: 1.37 -2.07 1.30
N: 0.17 0.48 0.41
H: -2.05 -0.98 1.12
H: 1.81 2.04 -0.32
N: -1.09 -0.77 -1.19
H: 2.26 -0.60 1.26
N: 1.15 1.55 -0.92
C: 1.78 -1.29 0.65
N: 0.54 -0.73 0.22
H: -1.45 1.36 -0.81
N: -0.11 -1.43 -0.89
C: -1.31 0.38 -0.31
C: -2.26 -0.01 0.77
H: 2.37 -1.64 -0.16
H: 0.61 2.17 -1.48

---

In terms of stability, B leads; the second structure lies 0.586 eV higher.

---

## A
DFT (ωB97M-V/def2-TZVPD) results for 2 unconnected molecules or ions with the total composition C3H10N5.

Properties
- Total charge: +1
- Spin multiplicity: 1
- LUMO level: -0.1615 Ha

Positions of all 18 atoms, in Å:
N: -0.24 -1.52 -0.11
H: 0.08 -1.41 3.32
H: 0.02 2.72 -1.65
C: 0.48 -1.25 -1.23
H: 0.98 -2.10 -1.75
H: -0.26 -2.58 0.24
H: 0.54 0.11 3.04
C: 0.02 1.10 -0.75
H: -1.49 1.82 -1.84
H: 0.95 0.22 -2.59
N: 0.52 -0.79 2.60
N: -0.75 2.21 -1.29
H: 0.79 1.62 -0.20
H: 1.45 -1.02 2.67
H: -1.64 1.16 0.53
N: -1.01 -0.74 0.50
N: -0.99 0.46 0.12
C: 0.55 0.00 -1.61

---

## B
DFT (ωB97M-V/def2-TZVPD) results for 2 unconnected molecules or ions with the total composition C3H10N5.

Properties
- Total charge: +1
- Spin multiplicity: 1
- LUMO level: -0.1324 Ha

Positions of all 18 atoms, in Å:
H: -1.75 0.29 -2.48
N: 0.85 0.20 0.83
N: -1.59 -0.28 3.28
H: 3.23 -0.18 -0.30
C: 2.57 0.10 -1.10
C: 1.01 0.14 -0.44
H: 2.59 -0.63 -1.90
C: -0.71 0.02 -2.54
H: -0.61 -0.97 -2.89
H: -2.27 -1.04 3.15
H: -0.96 -0.09 1.94
N: -0.16 0.21 -1.12
H: -1.07 -0.67 4.16
N: -0.52 0.26 0.97
H: -0.22 0.75 -3.26
N: -1.11 0.32 -0.15
H: 2.64 0.98 -1.60
H: -1.93 0.59 3.47

---

In terms of stability, B leads; the second structure lies 0.746 eV higher.

---

## A
DFT (ωB97M-V/def2-TZVPD) results for 2 unconnected molecules or ions with the total composition C4H12O.

Properties
- Spin multiplicity: 1
- LUMO level: 0.0301 Ha
- SMILES string: CCCC.O

Positions of all 17 atoms, in Å:
C: -2.26 0.84 -0.42
O: 2.89 1.11 2.30
H: 2.74 0.14 2.42
H: 1.57 -0.75 -0.05
H: -0.58 -1.44 0.47
H: -2.46 1.84 -0.01
H: -0.26 1.01 0.43
C: 0.97 -1.24 -0.84
H: 1.24 -2.30 -0.89
H: -1.06 -1.44 -1.25
H: 2.76 1.49 3.19
C: -0.68 0.54 -0.48
H: -0.20 1.01 -1.35
H: -2.77 0.09 0.20
H: 1.21 -0.76 -1.80
C: -0.43 -0.93 -0.50
H: -2.67 0.79 -1.44

---

## B
DFT (ωB97M-V/def2-TZVPD) results for 2 unconnected molecules or ions with the total composition C4H12O.

Properties
- Spin multiplicity: 1
- LUMO level: 0.0345 Ha
- SMILES string: CCO.CC

Positions of all 17 atoms, in Å:
C: 1.29 -1.91 -0.57
C: 0.95 -1.59 0.89
H: -0.87 2.27 0.92
H: -1.35 3.39 -0.37
H: 0.26 -0.74 0.90
H: -2.22 1.67 -1.76
C: -1.88 1.33 -0.77
O: 2.17 -1.30 1.55
H: 0.45 -1.70 -1.22
H: -1.36 0.41 -0.94
H: 2.00 -1.11 2.48
H: 0.48 -2.49 1.30
H: 1.66 -2.93 -0.66
H: 0.07 2.31 -0.49
H: 2.09 -1.24 -0.89
H: -2.78 1.22 -0.20
C: -0.96 2.40 -0.17

---

In terms of stability, A leads; the second structure lies 0.233 eV higher.